[1]
A structure of composition C20H60AsF6O10 at a distorted geometry. Source: the OMol25 dataset; level of theory: ωB97M-V/def2-TZVPD.

The value obtained for the HOMO energy is -0.3021 hartree. The total charge is -1. The value obtained for the LUMO energy is 2.19 eV. As for the gap between HOMO and LUMO: 0.38248 Ha.

The geometry in XYZ format:
```
97
C20H60AsF6O10 (ωB97M-V/def2-TZVPD)
As -0.75843 0.77002 -0.44454
F -2.17363 1.88776 -0.05926
F -1.61850 -0.67612 0.26486
F 0.03945 1.26430 1.13226
F 0.68190 -0.32943 -0.83712
F -1.46632 0.40513 -2.11714
F 0.14825 2.16104 -1.18672
O -1.82770 -6.00460 -3.99844
O -1.21779 -7.46872 3.58695
O 3.78453 5.25970 4.92509
O 1.35939 -4.25151 -2.37708
O 4.91587 4.87849 -3.17430
O 0.34555 0.47941 5.24614
O -5.70546 2.21758 4.67823
O -0.97135 6.31656 -2.56474
O 0.37214 -0.20494 -7.68623
O 5.11778 -2.16132 -1.05321
C -4.53856 2.09659 3.81660
C -3.00641 -5.35476 -4.26737
C -3.13401 -4.22826 -3.25753
C -3.01814 -7.45527 2.17545
C -2.78006 6.91989 -1.20505
C 1.51372 -0.90477 6.78174
C 0.58649 -0.89586 5.56701
C 4.08834 4.67849 -2.02774
C -1.08406 -5.84448 1.94817
C 2.24136 -4.22952 -3.49426
C 6.11276 -1.62756 -1.95714
C -1.91729 7.33889 -2.37851
C -0.68348 -1.45516 5.94087
C -2.67322 7.48946 -3.71637
C 3.74814 4.91322 3.59115
C -2.92244 -4.76137 -5.68855
C 0.10422 -0.26911 -6.36418
C 4.01438 3.39274 3.55773
C 2.51269 5.44797 2.83674
C -2.01740 -6.54736 2.91822
H -2.12968 6.75911 -0.34526
H -4.51905 1.21166 3.18049
H -4.41244 3.03375 3.27447
H 2.42811 -0.38072 6.50362
H -1.44646 -8.36856 3.34283
H 0.42381 0.55297 4.29217
H 4.34427 3.72792 -1.55974
H 3.08712 2.83648 3.69505
H -2.59118 -5.57018 -6.33984
H 3.20069 4.63337 5.35919
H 4.35385 3.04537 2.58192
H 1.13878 -1.38694 4.76581
H -4.05092 -3.63928 -3.27941
H 4.93138 -1.55585 -0.33192
H 1.12785 -0.34708 7.63508
H -2.35066 -3.83423 -5.72836
H 5.95278 -2.15556 -2.89720
H -3.13668 -4.69431 -2.27218
H 3.07317 -4.91882 -3.34917
H -3.87167 -4.45847 -6.13048
H 1.72075 -1.95355 6.99456
H 4.69313 2.99865 4.31411
H 2.78828 6.45719 2.53073
H -3.73775 2.10527 4.55603
H -3.56482 8.10706 -3.60807
H 1.29431 0.05283 -7.75516
H -0.76338 -4.85029 2.25938
H -3.89694 -5.96609 -4.12130
H -1.42827 8.28477 -2.14557
H -3.52580 7.69575 -1.03177
H 0.40368 0.59914 -5.77719
H 1.64864 -4.59619 -4.33231
H 1.65963 -3.48318 -1.88604
H 3.06694 4.61840 -2.40357
H -0.92342 -0.50044 -6.08395
H -1.14472 -0.89546 6.75456
H 7.09602 -1.94707 -1.61185
H -2.01117 7.86340 -4.49736
H -2.47883 -8.17322 1.55755
H 6.03235 -0.54143 -1.91301
H -3.21932 5.96942 -1.50798
H -1.44434 -1.38329 5.16368
H 1.68194 5.49058 3.54110
H 2.61787 -3.21149 -3.59412
H -6.46688 1.96280 4.15198
H -0.23358 -6.47048 1.67815
H -3.12892 6.51904 -3.91318
H -1.33002 -5.43934 -3.40314
H 0.69791 -1.08164 -5.94533
H -2.27614 -3.55876 -3.32029
H 2.26832 4.89908 1.92729
H -3.55676 -7.90812 3.00786
H -3.79764 -6.91847 1.63478
H -0.50799 -2.42239 6.41181
H 4.67647 5.38557 3.26993
H -1.65999 -5.68597 1.03642
H -2.45004 -5.81478 3.59958
H 4.27199 5.46097 -1.29146
H 4.32673 4.86751 -3.93219
H -1.12400 5.72652 -1.82302
```

Atom charges from the Löwdin analysis, given in e for atoms 1 to 2: 1.011 -0.333

---

[2]
A cluster of 11 separate species, C20H60BF4O10 in total at a distorted geometry. Source: the OMol25 dataset; level of theory: ωB97M-V/def2-TZVPD.

The value obtained for the HOMO energy is -0.2644 hartree. The total charge is -1. The value obtained for the LUMO energy is 2.62 eV. As for the gap between HOMO and LUMO: 0.36075 Ha.

The geometry in XYZ format:
```
95
C20H60BF4O10 (ωB97M-V/def2-TZVPD)
F 152.65600 143.17500 40.07800
F 154.57000 142.58200 38.85000
F 154.64400 144.28900 40.34700
F 154.50700 142.32400 41.07900
O 150.28900 142.04100 44.38100
O 156.81500 145.78300 40.55500
O 154.84700 138.17200 39.96200
O 158.80300 143.84500 41.29800
O 155.17400 141.62600 44.27000
O 156.28500 142.18200 36.83800
O 153.42500 148.79400 38.48100
O 152.05800 140.45100 38.36800
O 152.88800 145.81400 44.50700
O 150.60400 144.39400 39.33100
C 156.75300 141.41100 46.10900
C 158.23300 147.19000 39.26000
C 150.73300 141.24900 42.21400
C 158.17300 142.69300 41.10200
C 153.57400 145.04800 43.55500
C 151.40100 141.77800 43.51100
C 157.08600 146.14100 39.30600
C 150.82800 141.08900 38.46800
C 153.33700 147.49100 39.08400
C 158.87900 141.47900 41.56400
C 155.07700 139.46100 40.66800
C 155.65900 139.28900 42.11100
C 149.13500 146.23700 39.86500
C 156.34800 142.14700 44.73700
C 157.56100 142.80900 34.88700
C 150.09700 145.17700 40.44400
C 154.98000 145.47900 43.52700
C 149.91700 140.29400 37.42300
C 157.13900 143.19700 36.33300
C 153.62600 147.64900 40.57100
B 154.07900 143.06000 40.05800
H 159.08800 146.70500 39.84100
H 149.43900 144.44200 41.12000
H 148.85700 140.61500 37.37200
H 158.34200 140.66300 41.14500
H 154.61800 148.10200 40.71900
H 157.21200 142.75500 41.51900
H 156.11000 146.41800 38.73700
H 151.93000 142.56400 43.16200
H 156.85600 142.45700 34.11600
H 159.93400 141.52200 40.97500
H 157.49400 145.36000 38.52500
H 156.87700 140.24900 45.99400
H 151.91400 145.54800 44.26300
H 150.18800 140.27100 42.31400
H 155.13300 146.49200 43.10900
H 150.23800 140.46400 36.42300
H 157.73500 141.60000 46.43700
H 153.37300 146.51700 40.88900
H 148.31500 146.63300 40.57400
H 156.17500 145.25300 40.63600
H 156.41100 143.18600 44.73100
H 156.38300 138.40200 42.39000
H 155.21600 141.69000 43.37800
H 150.77400 145.69300 41.19400
H 156.03000 140.22600 40.13400
H 150.15100 141.88200 41.95900
H 156.26800 139.99000 42.35500
H 152.82300 140.96000 38.85900
H 153.04100 148.72200 37.68000
H 151.50900 140.84500 41.30800
H 152.06400 140.88100 43.96800
H 155.58400 144.78700 43.08800
H 149.67800 141.26500 44.41800
H 149.89600 139.08100 37.62600
H 153.12200 144.88700 42.58800
H 150.08100 141.05500 39.43800
H 151.45900 143.88200 39.69600
H 158.45900 144.71400 41.13500
H 157.89300 143.19700 36.97100
H 154.10600 146.83500 38.59400
H 154.39100 140.10900 40.68500
H 149.75400 147.06000 39.63100
H 153.32500 143.96800 43.78600
H 152.21600 147.11800 38.94500
H 158.34100 142.03300 35.02300
H 153.05700 148.25100 41.22400
H 156.56400 144.11800 36.31800
H 157.87600 148.33300 39.61000
H 155.90800 142.38500 37.65800
H 155.76100 138.10700 39.51800
H 155.99700 141.52500 46.67000
H 159.00400 141.48400 42.50100
H 154.72900 138.93000 42.76700
H 155.37700 145.85200 44.59600
H 148.71300 145.94800 38.86000
H 158.70400 147.19300 38.28300
H 158.08000 143.71800 34.62600
H 150.67200 142.04100 38.13700
H 157.90100 142.50500 39.93000
H 156.82000 142.04800 43.93200
```

Atom charges from the Löwdin analysis, given in e for atoms 1 to 2: 0.116 0.151

---

[3]
A cluster of 10 separate species, C20H60O10 in total at a distorted geometry. Source: the OMol25 dataset; level of theory: ωB97M-V/def2-TZVPD.

The value obtained for the HOMO energy (spin up / spin down) is 0.0266 / -0.2660 hartree. The total charge is -1. The value obtained for the LUMO energy (spin up / spin down) is 1.97 / 1.93 eV. The spin multiplicity is 2. As for the gap between HOMO and LUMO (spin up / spin down): 0.04566 / 0.33677 Ha.

The geometry in XYZ format:
```
90
C20H60O10 (ωB97M-V/def2-TZVPD)
O -40.56260 15.82604 28.26340
O -36.96358 18.57332 29.86852
O -33.63357 14.23584 30.90186
O -33.87791 10.67987 28.47695
O -35.93703 7.71589 34.80692
O -38.49863 14.30267 35.96954
O -43.50389 15.38133 28.17849
O -34.24513 11.36262 31.20092
O -38.24249 14.23939 29.11175
O -37.15972 14.14533 26.63514
C -38.69151 13.20322 29.86601
C -38.79884 18.85253 31.43204
C -32.72910 9.38995 31.78030
C -33.82137 14.21456 32.32946
C -37.29570 12.86218 26.12880
C -31.79645 11.75996 28.70192
C -37.90042 17.87755 30.62291
C -35.95870 12.39706 25.56945
C -33.72735 15.65944 32.81729
C -33.07528 11.62916 27.91069
C -40.17809 16.64445 27.20740
C -38.30299 13.79710 34.67693
C -35.55919 8.42045 33.71816
C -40.80827 18.00018 27.32356
C -36.62660 9.54166 33.48153
C -38.02926 14.96364 33.69322
C -42.60990 13.24915 28.50088
C -37.57544 12.44199 30.65454
C -33.38254 10.74540 32.19549
C -43.87069 14.03737 28.34453
H -31.31295 12.71177 28.48195
H -33.57663 8.72957 31.59675
H -44.27613 15.83437 27.83208
H -32.24497 9.56236 30.81905
H -44.43750 13.62176 27.51141
H -38.75616 15.76821 33.80450
H -35.53323 6.84521 34.78533
H -40.52358 16.32747 26.22338
H -37.42497 13.15294 34.72442
H -40.66918 18.53517 28.26299
H -38.36459 17.11178 30.00142
H -39.53251 18.36584 32.07466
H -38.14609 19.48831 32.03020
H -41.51803 15.82533 28.16982
H -37.29320 17.32115 31.33691
H -36.49701 9.97030 32.48775
H -41.93726 13.60915 29.27937
H -41.87827 17.82059 27.21885
H -33.00935 13.61060 32.73436
H -35.91446 11.38344 25.17104
H -35.47468 7.83842 32.80043
H -37.05875 13.08793 31.36439
H -32.88525 11.42645 26.85669
H -33.93632 15.63081 33.88669
H -34.12505 12.31273 31.26773
H -32.77665 16.14699 32.60150
H -31.86391 8.98695 32.30674
H -37.96913 14.55202 32.68573
H -39.18825 12.47033 29.23023
H -38.15023 11.76053 31.28173
H -37.69313 9.34345 33.58799
H -34.17156 10.65937 32.94258
H -39.09599 16.74109 27.29583
H -39.19720 19.52396 30.67139
H -32.79511 14.64245 30.67112
H -33.58413 12.59305 27.90269
H -40.58650 18.69639 26.51473
H -38.16158 12.70922 25.48464
H -36.87332 11.89231 30.02765
H -39.01308 14.78996 28.95465
H -34.52627 8.68431 33.94522
H -37.56115 12.23281 26.97823
H -44.56614 13.95054 29.17935
H -43.02499 12.28815 28.80462
H -35.63430 13.04522 24.75534
H -36.58089 10.34544 34.21634
H -39.48672 13.56058 30.52026
H -34.49313 16.37152 32.50969
H -32.62128 11.45502 32.51956
H -39.21525 13.34526 34.28742
H -36.98696 18.23680 28.96975
H -34.36146 11.12704 29.17538
H -42.03553 13.10980 27.58502
H -35.25177 12.51585 26.39058
H -34.72441 13.81376 32.78986
H -37.49723 14.07937 27.53143
H -39.13996 15.01567 35.92568
H -37.09918 15.45909 33.97179
H -32.03731 11.68329 29.76220
H -31.02311 11.02123 28.49144
```

Atom charges from the Löwdin analysis, given in e for atoms 1 to 2: -0.115 -0.079

---

Number 1: energy -4385.37403 hartree. Number 2: energy -1974.45803 hartree. Number 3: energy -1550.17911 hartree.